(1)
This record from the OMol25 dataset describes one molecule with the formula C3H7N2P in a non-equilibrium geometry. The level of theory is wB97M-V/def2-TZVPD.

```
13
Properties=species:S:1:pos:R:3:nbo_charge:R:1
C -0.879 -0.058 -0.339 -0.4417
C 0.070 -0.024 0.896 -0.4189
C 1.210 0.523 0.089 -0.3221
N -0.725 1.371 -0.687 -0.1060
N 0.436 1.664 -0.444 -0.1116
P -2.496 -0.691 0.002 0.3382
H -0.386 -0.558 -1.292 0.2298
H -0.405 0.737 1.614 0.2254
H 0.119 -0.938 1.478 0.2228
H 2.008 0.690 0.832 0.2217
H 1.515 -0.071 -0.800 0.2170
H -2.126 -1.441 1.135 -0.0276
H -3.067 0.375 0.560 -0.0270
```

Its LUMO energy is 0.955 eV. Its structure (SMILES) is P[C@@H]1CCN=N1. For the energy relative to the best compared isomer or geometry (same formula, charge and spin), the calculation gives 1.121 eV. The multiplicity is 1. The value obtained for the HOMO energy is -9.1 eV.

(2)
This record from the OMol25 dataset describes an isolated ion of composition C3H7N2S and charge +1 in a non-equilibrium geometry. The level of theory is wB97M-V/def2-TZVPD.

```
13
Properties=species:S:1:pos:R:3:nbo_charge:R:1
C -1.270 -0.556 -0.366 -0.3174
C -0.329 0.232 0.627 0.0034
C 1.825 0.799 0.940 0.0014
N 1.098 1.627 0.326 -0.5019
N -0.583 -1.444 -1.267 -0.8382
S 1.181 -0.747 1.091 0.4541
H -2.033 -1.115 0.233 0.2664
H -1.757 0.214 -0.974 0.2462
H -0.702 0.898 1.430 0.2459
H 2.743 1.105 1.257 0.2278
H 1.118 2.556 0.110 0.4276
H -0.636 -2.382 -1.148 0.3859
H -0.655 -1.186 -2.260 0.3989
```

Its LUMO energy is -5.229 eV. For the energy relative to the best compared isomer or geometry (same formula, charge and spin), the calculation gives 3.701 eV. The multiplicity is 1. The value obtained for the HOMO energy is -13.8 eV. As for the charge: +1.

(3)
This record from the OMol25 dataset describes an isolated ion of composition C3H7N2S and charge +1 in a non-equilibrium geometry. The level of theory is wB97M-V/def2-TZVPD.

```
13
Properties=species:S:1:pos:R:3:nbo_charge:R:1
C -0.486 -0.332 0.298 0.6069
C 0.988 0.082 0.283 -0.5405
C 1.210 0.961 -1.003 -0.2753
N -0.721 -1.608 0.033 -0.7102
N -1.332 0.646 0.596 -0.7138
S 0.115 0.864 -2.240 0.1298
H 1.284 0.567 1.179 0.2615
H 1.647 -0.744 0.176 0.2579
H 0.092 -2.145 0.336 0.4317
H 2.142 1.467 -1.239 0.2425
H -1.651 -2.037 0.022 0.4399
H -0.962 1.559 0.788 0.4251
H -2.325 0.721 0.769 0.4445
```

Its LUMO energy (alpha / beta) is -4.474 / -4.475 eV. Its structure (SMILES) is NC(=[NH2+])CC=S. For the energy relative to the best compared isomer or geometry (same formula, charge and spin), the calculation gives 0.973 eV. The multiplicity is 1. The value obtained for the HOMO energy (alpha / beta) is -13.0 / -13.0 eV. As for the charge: +1.

(4)
This record from the OMol25 dataset describes a 2-piece molecular cluster, C3H7N2S overall in a non-equilibrium geometry. The level of theory is wB97M-V/def2-TZVPD.

```
13
Properties=species:S:1:pos:R:3:mulliken_spin:R:1
C -2.351 -0.163 -0.438 -0.0591
C 0.761 0.278 0.308 0.6877
C 1.233 -1.087 0.217 0.0263
N 1.601 1.207 0.104 -0.0420
N -1.476 0.650 0.024 0.2284
S -3.977 0.086 -0.134 1.0544
H -1.989 -0.858 -1.347 0.0376
H 0.814 -1.739 0.828 0.0085
H 0.842 -1.440 -0.868 -0.0027
H 2.240 -1.197 0.448 0.0205
H 2.558 0.993 -0.064 0.0324
H 1.368 2.187 0.011 0.0051
H -1.623 1.083 0.912 0.0028
```

Its LUMO energy (alpha / beta) is -3.722 / -6.738 eV. For the energy relative to the best compared isomer or geometry (same formula, charge and spin), the calculation gives 2.364 eV. The multiplicity is 3. The value obtained for the HOMO energy (alpha / beta) is -12.8 / -13.5 eV. As for the charge: +1. Its expectation value of S² is 2.010.

(5)
This record from the OMol25 dataset describes one molecule with the formula C3H7N3 in a non-equilibrium geometry. The level of theory is wB97M-V/def2-TZVPD.

```
13
Properties=species:S:1:pos:R:3:nbo_charge:R:1
C -1.269 -0.786 0.209 0.1803
C -2.575 -0.246 -0.112 -0.7120
C 1.765 0.695 0.539 -0.4259
N -0.237 -0.194 -0.100 -0.2740
N 1.514 -1.120 -1.022 -0.4958
N 1.028 -0.321 -0.132 0.0824
H -3.423 -0.858 0.155 0.2290
H -2.483 0.666 0.536 0.2426
H -2.637 0.223 -1.085 0.2228
H 1.271 0.604 1.421 0.2196
H 2.778 0.504 0.633 0.2140
H 1.745 1.701 0.088 0.2142
H 2.523 -0.869 -1.132 0.3027
```

Its LUMO energy (alpha / beta) is 0.593 / 0.150 eV. For the energy relative to the best compared isomer or geometry (same formula, charge and spin), the calculation gives 5.711 eV. The multiplicity is 1. The value obtained for the HOMO energy (alpha / beta) is -7.1 / -7.0 eV.

(6)
This record from the OMol25 dataset describes one molecule with the formula C3H7N3 in a non-equilibrium geometry. The level of theory is wB97M-V/def2-TZVPD.

```
13
Properties=species:S:1:pos:R:3:nbo_charge:R:1
C 1.684 -0.078 0.031 -0.3037
C 1.024 1.160 0.041 -0.1018
C 0.984 -1.264 0.140 -0.3706
N -0.314 1.130 0.273 -0.3002
N -0.888 -0.039 0.423 -0.1190
N -2.111 -0.298 -0.139 -0.6633
H 2.662 -0.222 -0.365 0.2134
H 1.387 2.067 -0.184 0.1992
H 1.307 -2.172 -0.359 0.1762
H 0.465 -1.492 0.985 0.2023
H -0.952 1.718 -0.212 0.3469
H -2.817 -0.949 0.133 0.3986
H -2.431 0.437 -0.767 0.3220
```

Its LUMO energy (alpha / beta) is 1.005 / 1.005 eV. For the energy relative to the best compared isomer or geometry (same formula, charge and spin), the calculation gives 5.325 eV. The multiplicity is 1. The value obtained for the HOMO energy (alpha / beta) is -6.8 / -6.8 eV.

- Among the records above, which one has the highest energy relative to the best compared isomer or geometry (same formula, charge and spin)?
  number 5

- Among the records above, which one has the highest energy relative to the best compared isomer or geometry (same formula, charge and spin)?
  number 5

- What is the formula in the first record?
  C3H7N2P

- What is the multiplicity in the second record?
  1